(1)
DFT (ωB97M-V/def2-TZVPD) results for a single C5H8O molecule.

Structure (XYZ):
```
14
Properties=species:S:1:pos:R:3:forces:R:3
O 1.41475 -0.26626 1.58336 0.4829 -0.4956 -0.6424
C 0.59030 -0.15846 0.46285 -0.3087 -0.1011 -0.2758
C -0.87297 -0.33662 0.78127 -0.3399 0.0544 0.2043
C -0.87606 0.15848 -0.67222 -0.4279 0.1858 -0.2268
C 0.29227 1.10824 -0.34092 -0.0179 0.2862 0.0209
C 0.07225 -0.94918 -1.07069 0.2734 -0.0435 0.2384
H 2.15557 0.35424 1.61892 -0.1955 -0.1566 -0.5776
H -1.25303 0.34593 1.54344 0.0230 0.0458 -0.0086
H -1.15744 -1.37640 0.97663 -0.2578 0.2693 -0.1214
H -1.73693 0.51735 -1.22267 -0.1438 -0.3043 -0.1557
H 0.95164 1.35752 -1.18226 -0.1016 -0.0601 0.2441
H 0.01066 2.00021 0.22738 0.1054 -0.0918 0.1376
H -0.35747 -1.96313 -1.02435 0.3687 0.3051 0.3894
H 0.52499 -0.80676 -2.06925 0.5397 0.1065 0.7736
```
Forces are in eV/Å.

The value obtained for the gap between HOMO and LUMO is 10.5 eV. The LUMO energy is 0.9 eV. As for the energy above the lowest of the compared OMol25 structures with the same formula, charge and spin: 304.0 kJ/mol.

***

(2)
DFT (ωB97M-V/def2-TZVPD) results for a single C5H8O molecule in a non-equilibrium geometry.

Structure (XYZ):
```
14
Properties=species:S:1:pos:R:3:forces:R:3
C 1.40567 0.57155 -0.07673 0.1378 -0.0268 0.0042
C 0.02890 1.03966 -0.60451 -0.1486 -0.0213 -0.1273
C -0.54898 -0.28183 -0.10771 -0.0874 -0.1539 -0.5584
C 0.84049 -0.86167 0.09570 -0.0258 -0.4325 -0.3812
C -1.75036 -0.53586 0.62692 0.4296 0.3969 1.1771
O -1.76357 -0.81333 -0.76415 1.0135 0.5670 0.5148
H 2.25663 0.66567 -0.75433 -0.1195 0.0647 0.1010
H 1.65366 1.03887 0.88003 -0.0110 -0.1148 -0.1259
H -0.03085 1.00236 -1.69631 0.1463 0.1568 0.0679
H -0.36075 2.01003 -0.26755 -0.0326 -0.3814 0.0633
H 1.05387 -1.50810 -0.74634 0.4837 -0.2055 -0.1437
H 1.07118 -1.38161 1.03633 -0.2949 0.1287 -0.3033
H -1.82223 -1.41949 1.25445 0.0029 0.0958 0.0759
H -2.04909 0.40506 1.07954 -1.4939 -0.0738 -0.3645
```
Forces are in eV/Å.

The value obtained for the gap between HOMO and LUMO is 11.2 eV. The LUMO energy is 1.1 eV. As for the energy above the lowest of the compared OMol25 structures with the same formula, charge and spin: 239.1 kJ/mol.

***

(3)
DFT (ωB97M-V/def2-TZVPD) results for a single C5H8O molecule.

Structure (XYZ):
```
14
Properties=species:S:1:pos:R:3:forces:R:3
C 1.19271 -1.34150 1.48061 -0.0342 -0.0271 -0.0596
C 1.42915 -0.18572 0.56989 -0.0717 0.0416 0.0481
C 0.56435 0.28294 -0.36299 -0.0687 -0.1480 0.0631
C -0.66763 -0.39260 -0.65770 0.1335 0.4140 -0.0273
C -1.68529 0.48204 -1.27255 -0.0275 -0.3406 -0.0407
O -1.54549 1.90053 -1.23962 0.0194 0.0691 0.2739
H 2.06190 -2.00951 1.49604 -0.0957 0.1173 -0.0217
H 1.06814 -0.96988 2.50721 -0.0116 -0.0860 -0.1605
H 0.29016 -1.88472 1.18960 0.1612 0.0606 0.0337
H 0.82321 1.22012 -0.86532 -0.0275 -0.1336 0.0311
H 2.35351 0.37142 0.73496 -0.1380 -0.0517 -0.0197
H -2.69011 0.18171 -0.93576 0.1459 0.0590 -0.0107
H -1.65456 0.19354 -2.33740 0.0007 -0.0908 0.0948
H -1.54004 2.15163 -0.30697 0.0142 0.1161 -0.2044
```
Forces are in eV/Å.

The value obtained for the gap between HOMO and LUMO is 7.7 eV. The LUMO energy is -0.5 eV. As for the energy above the lowest of the compared OMol25 structures with the same formula, charge and spin: 399.7 kJ/mol.

***

(4)
DFT (ωB97M-V/def2-TZVPD) results for a 2-piece molecular cluster, C5H8O overall in a non-equilibrium geometry.

Structure (XYZ):
```
14
Properties=species:S:1:pos:R:3:forces:R:3
C -1.41924 1.55114 -0.42440 0.5633 0.3013 -0.4810
C -0.56748 0.67930 0.02504 -0.9145 -3.3221 0.6745
C -0.11588 -0.52972 0.42559 -2.5744 1.7753 0.2554
C -0.69545 -1.78991 -0.18202 0.3393 -0.4789 -0.6091
H -2.44566 1.53191 -0.07532 0.0813 0.0368 0.1863
H -1.16159 2.26514 -1.19152 0.0843 0.2432 0.0205
H 0.14023 -0.65765 1.47327 0.8180 0.3535 -0.0529
H -1.78450 -1.85356 -0.14468 -0.0499 0.3717 0.1953
H -0.44482 -1.90286 -1.23736 0.1445 0.0160 -0.0135
H -0.33732 -2.68128 0.33650 0.1804 0.0998 -0.0425
C 2.04628 0.78819 0.33309 3.0943 3.9426 -2.8833
O 1.66806 1.90204 -0.11774 0.6554 -3.3408 1.7208
H 2.86002 0.78346 1.08515 -1.0122 0.1298 1.1305
H 2.25736 -0.08621 -0.30560 -1.4096 -0.1281 -0.1010
```
Forces are in eV/Å.

The value obtained for the gap between HOMO and LUMO is 9.2 eV. The LUMO energy is 0.3 eV. As for the energy above the lowest of the compared OMol25 structures with the same formula, charge and spin: 441.1 kJ/mol.

***

(5)
DFT (ωB97M-V/def2-TZVPD) results for a single C5H8O molecule.

Structure (XYZ):
```
14
Properties=species:S:1:pos:R:3:forces:R:3
O -1.92743 -1.03705 0.16491 0.1102 0.0187 -0.1376
C -0.92792 -1.24282 1.00296 0.2299 -0.0012 0.1570
C 0.32740 -0.85137 0.59954 -0.2681 -0.3704 0.1690
C 0.78666 0.90130 0.34795 0.1419 0.4780 0.0744
C 0.16388 1.10009 -0.96725 -0.0513 0.0864 0.0007
C 0.31339 -0.41893 -0.91454 0.2124 -0.1457 -0.1891
H -1.16906 -1.76352 1.92538 0.0789 0.0587 -0.1297
H 1.19045 -1.25491 1.12640 -0.1485 0.0638 -0.0741
H 0.32514 1.31314 1.24274 0.0579 -0.1259 -0.1562
H 1.87218 0.95110 0.37121 -0.1871 -0.0407 -0.0243
H -0.85878 1.48357 -0.96170 0.1552 -0.0496 0.0114
H 0.77542 1.58527 -1.72551 -0.0813 -0.1041 0.1116
H -1.37705 -0.87165 -0.70541 -0.1445 0.0534 0.0854
H 1.22233 -0.75372 -1.42155 -0.1056 0.0784 0.1015
```
Forces are in eV/Å.

The value obtained for the gap between HOMO and LUMO (spin up / spin down) is 7.5 / 7.5 eV. The LUMO energy (spin up / spin down) is 0.5 / 0.5 eV. As for the energy above the lowest of the compared OMol25 structures with the same formula, charge and spin: 474.4 kJ/mol.

***

(6)
DFT (ωB97M-V/def2-TZVPD) results for a single C5H8O molecule in a non-equilibrium geometry.

Structure (XYZ):
```
14
Properties=species:S:1:pos:R:3:forces:R:3
C 2.75793 -0.11710 0.13713 -0.1117 0.0185 0.5240
C 1.37113 -0.36508 -0.19271 -0.6577 -0.0919 -0.8889
C 0.22625 -0.02867 -0.33940 0.3700 -0.1578 0.0753
C -1.15391 0.42712 -0.30043 -0.1593 -0.2883 -0.3241
C -2.04355 -0.78971 -0.15624 -0.2251 -0.0876 0.0101
O -1.40145 1.28648 0.80641 0.1491 0.1858 0.0183
H 3.46187 -0.91436 0.36450 -0.3773 -0.4189 -0.3506
H 2.43278 0.28307 1.11548 1.6381 0.9037 -0.1411
H 3.18625 0.54365 -0.64056 -0.0574 0.0604 0.9701
H -1.36906 0.95437 -1.24041 -0.1331 -0.0417 0.1096
H -1.73972 -1.34908 0.73392 -0.1256 0.0955 -0.1213
H -3.08349 -0.47911 -0.05900 -0.0217 -0.0941 -0.0301
H -1.91590 -1.43246 -1.03163 -0.1310 0.0624 0.1283
H -0.72912 1.98088 0.80294 -0.1573 -0.1460 0.0205
```
Forces are in eV/Å.

The value obtained for the gap between HOMO and LUMO is 10.3 eV. The LUMO energy is 0.8 eV. As for the energy above the lowest of the compared OMol25 structures with the same formula, charge and spin: 253.2 kJ/mol.

***

(7)
DFT (ωB97M-V/def2-TZVPD) results for C5H8O as an isolated structure in a non-equilibrium geometry.

Structure (XYZ):
```
14
Properties=species:S:1:pos:R:3:forces:R:3
C -1.28015 1.21019 1.18357 -5.5287 -1.0516 4.1296
C -0.10798 1.77867 0.57497 2.1043 0.2688 -0.9448
C 0.83476 0.84312 0.18547 0.5744 2.2353 -2.5058
C 1.22727 -1.29865 -0.76608 -4.5133 -4.9738 -2.3708
C 0.34514 -2.48266 -1.20528 2.5965 4.0963 2.8273
H -2.10753 2.08131 1.33872 1.5576 -2.2651 -0.8505
H -1.72204 0.25467 0.63418 0.8270 2.2649 0.7914
H -1.34956 0.77706 2.36592 1.1008 1.2130 -2.9432
H -0.18026 3.03357 0.38496 0.9507 -4.1527 0.1137
H 1.54565 1.25061 -0.90038 -1.6300 -1.8630 3.9769
H 1.90361 -0.97574 -1.78012 -1.3541 0.0739 3.9149
H -0.55345 -2.77192 -0.48418 2.1926 0.3976 -1.8287
H 0.64361 -3.09112 -2.14818 -0.6670 1.3151 1.8915
O 0.80093 -0.60910 0.61643 1.7891 2.4414 -6.2015
```
Forces are in eV/Å.

The value obtained for the gap between HOMO and LUMO is 9.6 eV. The LUMO energy is 0.8 eV. As for the energy above the lowest of the compared OMol25 structures with the same formula, charge and spin: 770.2 kJ/mol.

***

(8)
DFT (ωB97M-V/def2-TZVPD) results for a single C5H8O molecule.

Structure (XYZ):
```
14
Properties=species:S:1:pos:R:3:forces:R:3
O 1.54380 -1.38439 0.93391 -0.1273 0.1754 0.2255
C 0.99483 -0.82899 -0.24683 -0.1244 0.1614 -0.5025
C -0.36703 -1.19918 -0.58007 -0.2038 -0.5384 -0.0286
C -1.51927 0.97008 0.27720 -0.0092 0.1910 0.0338
C -0.21016 1.36178 0.29551 -0.0916 -0.1203 -0.0216
C 0.84902 0.65636 -0.30667 0.2666 0.3624 0.0514
H 1.19075 -0.86737 1.66973 0.0990 -0.1056 -0.0268
H 1.66392 -1.10907 -1.06940 -0.0624 0.0071 0.1004
H -0.64824 -1.35601 -1.61672 0.0654 0.0529 0.1507
H -1.04354 -1.56175 0.18564 0.0840 0.0737 -0.1120
H -1.92528 0.45132 -0.58114 0.0929 -0.0094 0.1627
H -2.24151 1.36068 0.99382 0.1428 -0.0192 -0.1181
H 0.05047 2.28918 0.81677 -0.0367 -0.1493 -0.0556
H 1.66225 1.21736 -0.77176 -0.0953 -0.0818 0.1406
```
Forces are in eV/Å.

The value obtained for the gap between HOMO and LUMO (spin up / spin down) is 8.2 / 7.9 eV. The LUMO energy (spin up / spin down) is 0.3 / -0.1 eV. As for the energy above the lowest of the compared OMol25 structures with the same formula, charge and spin: 427.2 kJ/mol.

***

(9)
DFT (ωB97M-V/def2-TZVPD) results for a single C5H8O molecule.

Structure (XYZ):
```
14
Properties=species:S:1:pos:R:3:forces:R:3
C -1.82043 -0.18086 0.55707 -0.1923 0.0682 0.0422
C -0.81216 0.83999 0.00171 -0.0722 0.2309 0.1321
O -0.87133 2.01524 0.28312 0.1234 -0.4542 -0.2115
C 0.27745 0.12470 -0.73336 -0.1882 -0.1272 -0.0170
C 1.77501 0.26739 -0.75509 0.0763 0.1386 -0.0819
C 1.11833 -0.52089 0.33572 0.0637 -0.2495 0.2317
H -2.76852 -0.11829 0.01688 0.0456 0.1442 0.0549
H -1.47456 -1.22058 0.50209 0.0191 0.3633 -0.1136
H -2.00656 0.05325 1.60887 -0.0698 0.0910 -0.1739
H -0.10509 -0.55740 -1.49012 -0.0063 -0.0372 0.2212
H 2.30140 1.17381 -0.47233 -0.2905 -0.0242 -0.0497
H 2.25174 -0.28992 -1.55986 -0.1031 0.1756 0.1564
H 1.05691 -1.59554 0.41967 0.5931 -0.1023 -0.1182
H 1.07781 0.00910 1.28563 0.0011 -0.2171 -0.0726
```
Forces are in eV/Å.

The value obtained for the gap between HOMO and LUMO is 10.6 eV. The LUMO energy is 1.0 eV. As for the energy above the lowest of the compared OMol25 structures with the same formula, charge and spin: 142.4 kJ/mol.

***

So what do the calculations give for electronic energy? Going down the list: -270.442111, -270.466820, -270.405651, -270.389896, -270.377192, -270.461446, -270.264551, -270.395192, -270.503640 Ha.